1.
Formula: C26H44BrN3OsP2S
Source: the OMol25 dataset
Level of theory: wB97M-V/def2-TZVPD

For the LUMO energy (spin up / spin down), the calculation gives -13.2 / -15.4 eV. Its multiplicity is 5. For the total energy, the calculation gives -4925.2814 hartree. Its charge is +4. The calculation puts the frontier orbital gap (spin up / spin down) at 5.93 / 4.69 eV. As for the expectation value of S²: 6.07.

XYZ file:
```
78
Properties=species:S:1:pos:R:3:mulliken_charge:R:1
H 5.033 0.378 -2.031 0.27
H -3.316 -2.996 1.979 0.34
H -0.250 -3.486 -1.760 0.67
C -2.382 1.043 -0.190 -0.72
C 0.579 -3.021 0.845 -0.66
H 0.530 1.924 3.638 0.23
H 3.271 -1.386 -1.553 0.55
H 0.003 -3.947 0.678 0.70
C -1.082 2.727 -3.175 -0.26
H -0.114 -2.071 3.388 0.28
N -0.036 1.138 3.951 -0.28
H 2.537 0.992 -4.689 0.48
H -1.691 -3.643 2.126 0.47
H 1.256 1.571 -2.815 -1.24
H 3.737 1.434 -3.463 0.34
S 1.144 0.041 1.849 -0.16
H 2.724 -2.687 1.102 0.42
H 2.240 -4.346 0.772 0.44
N -0.411 -1.160 3.747 -0.01
C -0.112 3.407 -2.450 -0.40
H -2.775 -1.645 0.020 0.48
H -3.073 0.363 -0.672 0.47
C -3.050 0.431 3.481 -0.44
H -2.825 1.484 -2.870 0.64
H -2.190 -3.272 -0.278 0.78
H -0.886 -2.045 -3.822 0.46
H -1.675 1.858 1.703 0.39
C 3.512 -0.616 -0.807 0.13
H 1.098 -0.155 -3.033 0.09
H 5.183 0.688 -0.285 0.37
N -5.052 -0.859 3.729 0.13
H -4.524 -0.272 0.473 0.53
H 0.439 4.651 -0.771 0.65
H 3.476 -0.276 -3.894 0.40
H -0.959 -1.138 4.601 0.30
C -2.260 -2.758 1.819 -1.43
H 3.658 4.025 -0.367 0.45
C -2.035 -2.381 0.353 -0.89
C -2.055 2.095 -2.420 -0.76
C 2.683 2.149 -0.103 -0.37
C -1.178 3.197 -0.372 -0.28
H 5.590 -0.901 -0.953 0.47
H -2.012 -1.933 2.501 0.11
H -0.157 1.092 4.977 0.34
C 2.035 -3.299 0.513 -1.37
H -1.265 -0.722 -2.706 0.23
C -4.027 -0.196 4.276 -0.63
C 0.120 -0.022 3.269 0.01
C 4.903 -0.057 -1.035 -1.43
C 2.981 0.689 -3.737 -1.69
H 2.813 3.443 -1.795 -0.41
H 4.393 2.737 -1.371 0.32
Os -0.064 0.532 -0.125 0.40
H 3.261 1.832 0.778 0.67
C -0.211 3.858 -1.141 -0.04
H -3.954 -0.185 5.366 0.47
H 3.442 -1.085 0.179 0.24
C 1.820 0.630 -2.752 1.27
H 0.881 -2.192 -2.146 0.38
H 1.781 2.660 0.281 0.39
C -5.213 -0.875 2.409 -0.76
C -4.291 -0.284 1.540 -0.05
H 0.466 -2.769 1.913 -0.40
P 2.143 0.588 -0.943 0.08
C -0.151 -2.391 -1.825 -0.98
H -2.165 -2.249 -2.624 0.32
C -1.902 2.138 -0.996 -0.01
C -1.174 -1.813 -2.792 -1.22
H -2.305 1.097 3.948 0.83
P -0.350 -1.711 -0.121 1.63
C -2.220 1.068 1.215 -0.38
H -1.395 3.515 0.652 0.63
C 3.457 3.124 -0.954 -0.55
H -1.017 2.681 -4.260 0.54
H 2.273 -3.184 -0.550 0.25
C -3.139 0.354 2.070 0.33
Br 1.553 3.793 -3.502 0.02
H -6.074 -1.398 2.006 0.45
```

---

2.
Formula: C37H77BN7O11
Source: the OMol25 dataset
Level of theory: wB97M-V/def2-TZVPD

For the LUMO energy, the calculation gives -3.1 eV. For the total energy, the calculation gives -2691.6095 hartree. Its charge is +1. The calculation puts the frontier orbital gap at 7.53 eV.

XYZ file:
```
133
Properties=species:S:1:pos:R:3:mulliken_charge:R:1
H 4.330 -0.430 -0.130 -0.58
H -3.382 1.262 1.080 -0.08
H -4.247 2.811 -2.452 0.47
H 3.215 3.024 -8.425 0.39
H 5.183 -5.417 -2.255 0.38
H -5.742 3.231 0.463 0.44
H -4.599 3.315 1.923 0.38
H -9.370 3.756 6.761 0.38
N -8.556 -0.663 -2.334 0.11
H -3.761 3.929 -0.328 0.36
C -4.094 -0.509 4.870 -0.95
H -1.260 0.315 3.596 0.17
C 4.533 -1.839 1.958 -0.92
H -9.716 -1.363 -3.915 0.34
H 0.188 5.173 0.948 0.32
C 7.794 -7.124 -0.040 0.48
H 7.875 -3.641 -2.702 0.32
H 7.396 -10.250 -0.184 0.34
H 5.177 3.260 -5.397 0.31
H -4.513 1.954 4.292 0.20
H 4.072 0.091 2.907 0.39
H 5.194 -4.985 -0.524 0.23
C -4.782 0.767 -0.530 -1.39
C -3.237 2.938 -0.470 0.51
O 1.325 1.261 -3.812 -0.56
H 4.017 -4.230 -1.624 0.19
H 2.022 -2.729 0.573 -0.01
C 2.831 4.290 -5.380 0.01
N -3.094 0.498 4.569 0.21
H 0.253 -3.370 0.531 0.44
C 7.418 -3.855 -1.734 -0.88
H 7.405 -9.823 1.547 0.34
O -0.298 0.946 -1.924 -0.07
H 1.467 4.747 2.253 0.40
C -9.249 -1.223 -1.188 -0.92
C -3.220 2.667 -2.017 -1.51
C -6.184 3.057 6.140 0.21
H 7.575 -4.901 -1.476 0.31
H -8.096 -0.799 -4.380 0.30
C -4.045 1.839 0.372 1.18
O -0.738 3.461 -0.750 -0.48
H 4.677 2.029 -6.576 0.35
C -1.808 3.080 0.197 -0.64
C -8.582 3.090 6.412 -0.94
H 5.124 2.094 0.057 0.38
H 6.697 -7.010 -0.063 -0.01
O -0.910 2.125 -4.037 -0.57
H 0.248 -2.105 -1.854 0.37
H -5.466 0.197 0.170 0.49
N 1.743 0.618 -0.649 0.69
C 5.603 -2.298 -2.109 0.15
C 1.851 -0.718 -1.267 0.25
H 4.504 -2.185 -2.132 0.27
H -3.918 -0.900 5.875 0.36
H 7.883 -3.218 -0.979 0.29
H -6.186 5.437 7.083 0.30
H -5.253 3.634 6.268 0.25
N 5.996 -3.553 -1.802 0.15
O 6.345 -1.360 -2.341 -0.68
C -7.216 5.083 7.055 -0.92
H 1.768 2.140 -3.759 0.23
H -5.450 1.212 -1.305 0.04
O -2.636 2.671 4.013 -0.68
H 4.183 -2.429 1.060 0.03
H -7.804 5.748 6.418 0.35
B 0.032 1.443 -3.235 0.35
H -8.761 2.825 5.368 0.29
H 2.382 4.549 -8.030 0.30
C 9.612 -8.669 0.333 -0.94
H -7.626 5.095 8.067 0.34
H -9.950 -0.484 -0.795 0.30
N -7.286 3.734 6.528 0.14
C 5.199 1.306 0.867 -1.52
C 3.690 -0.484 2.014 -0.31
C 0.636 1.388 -1.003 0.18
H 3.490 4.322 -4.495 0.39
O -6.179 1.923 5.690 -0.65
C 5.037 -4.606 -1.537 -0.75
H -2.557 3.428 -2.508 0.44
H -8.584 2.175 7.008 0.29
C -3.429 1.777 4.275 0.29
C 1.129 -2.977 -0.055 -0.40
H 6.188 0.807 0.712 0.36
O 1.714 4.781 -5.363 -0.64
H -8.523 -1.463 -0.409 0.27
H 1.708 3.006 -7.473 0.28
H 4.404 -2.460 2.886 0.34
C -7.826 0.465 -2.169 0.21
H -0.208 -1.164 -0.402 0.27
H -1.164 0.734 5.317 0.30
H -5.806 1.887 1.719 0.36
H -1.494 2.123 0.705 0.22
H -4.014 -1.323 4.145 0.35
H -4.078 -0.013 -0.946 0.24
H 10.068 -8.454 -0.635 0.30
C 4.730 3.101 -6.378 -0.94
H -1.909 3.842 1.023 0.20
N 3.394 3.664 -6.436 0.15
C -1.693 0.125 4.582 -0.93
H -5.096 -0.086 4.823 0.29
H -9.790 -2.124 -1.475 0.39
N 8.190 -8.379 0.268 0.09
H -2.850 1.636 -2.276 0.02
C 0.390 2.720 -0.421 0.27
H 9.774 -9.715 0.590 0.38
H -7.341 0.807 -3.099 0.26
H -1.584 -0.930 4.833 0.39
C 1.186 4.721 1.165 -1.59
O 1.458 -4.017 -1.013 -0.51
C 0.657 -1.713 -0.877 -0.38
C -5.144 2.637 1.216 -1.66
H -0.485 2.992 -4.221 0.30
H 1.818 -0.599 -2.388 0.25
C 7.242 -9.443 0.535 -0.91
C 2.521 2.424 0.875 -0.84
C 3.976 0.297 0.643 1.55
C 2.634 3.550 -7.669 -0.92
O 8.542 -6.190 -0.274 -0.67
H 2.591 -0.683 2.143 0.33
H -8.281 -2.348 -3.527 0.34
C -8.666 -1.329 -3.617 -0.93
H 2.798 -1.260 -1.034 -0.68
H 1.946 5.382 0.645 0.35
H 6.218 -9.081 0.451 0.31
H 0.729 -4.656 -1.058 0.30
C 1.364 3.300 0.547 0.50
H 5.133 1.859 1.836 0.36
C 2.694 1.101 0.249 0.38
H 5.604 -1.561 1.764 0.37
H 5.354 3.580 -7.136 0.36
H 10.076 -8.029 1.086 0.29
H 3.238 2.841 1.618 0.28
O -7.696 1.068 -1.120 -0.61
```

---

3.
Formula: C5H2O
Source: the OMol25 dataset
Level of theory: wB97M-V/def2-TZVPD

For the LUMO energy, the calculation gives -0.5 eV. For the total energy, the calculation gives -266.7358 hartree. The calculation puts the frontier orbital gap at 9.42 eV.

XYZ file:
```
8
Properties=species:S:1:pos:R:3:mulliken_charge:R:1
O -1.565 -0.969 -0.825 -0.42
H 2.606 -1.120 -0.850 0.40
C -1.576 -0.039 -0.058 -0.13
C -0.358 0.593 0.469 0.43
C 1.893 -0.491 -0.362 0.37
C 1.070 0.220 0.192 -0.16
C 0.437 1.388 1.116 -0.79
H -2.507 0.419 0.317 0.31
```